The following is a DFT calculation (ωB97M-V/def2-TZVPD) of a structure of composition C30H26N3O3.

Structure (XYZ):
```
62
Properties=species:S:1:pos:R:3:forces:R:3:lowdin_charge:R:1
C 3.08072 -6.44992 2.48579 0.46 0.11 0.69 0.009
N 2.03442 -5.94820 1.65261 -0.26 1.29 -0.61 -0.029
C 2.12480 -4.70326 0.96984 -0.85 -4.08 -2.46 -0.196
H 1.90595 -3.66135 1.77687 0.38 0.57 0.44 0.076
C 3.47411 -4.48842 0.33126 1.35 0.84 -0.32 -0.134
C 4.00380 -5.48632 -0.55586 -0.83 0.87 1.16 0.006
C 5.25642 -5.33119 -1.10712 0.76 0.87 0.22 0.038
C 6.03624 -4.19854 -0.73784 -2.57 0.11 1.22 -0.132
N 7.31973 -4.00206 -1.30700 3.29 0.41 -1.38 -0.305
O 7.96521 -2.98403 -0.93559 -1.31 -2.56 -1.08 0.069
O 7.71512 -4.85341 -2.14579 -0.72 2.14 1.97 0.078
C 5.53079 -3.20642 0.14295 0.74 -0.69 -1.14 0.055
C 4.21774 -3.33502 0.59086 -0.05 0.01 0.31 0.007
N 1.07615 -4.77877 0.02642 0.63 -0.14 1.30 -0.032
C 0.92302 -3.79870 -0.99353 -0.06 1.06 -0.33 0.014
C 0.41779 -5.98518 0.09112 1.06 -1.13 0.83 -0.154
C 1.03667 -6.73875 1.12085 -0.48 0.72 -1.64 -0.153
C 0.83462 -8.09810 1.18666 0.21 -1.27 0.97 -0.010
C 0.05452 -8.74580 0.21670 -0.15 0.47 -0.01 -0.056
C -0.56270 -7.99261 -0.80212 0.12 0.12 0.43 -0.057
C -0.38569 -6.60291 -0.83792 -1.09 0.35 -1.14 -0.009
H 2.73832 -7.38248 2.94306 0.21 0.27 -0.01 0.097
H 4.03046 -6.62696 1.93989 -0.53 0.16 0.30 0.114
H 3.19617 -5.69228 3.26855 0.56 -0.42 0.10 0.096
H 3.39535 -6.35962 -0.76868 0.12 0.00 -0.08 0.133
H 5.66609 -6.05730 -1.80486 -0.07 0.19 0.18 0.129
H 6.18479 -2.35766 0.41317 -0.64 -0.57 -0.26 0.136
H 3.79785 -2.50977 1.17872 0.23 -0.62 -0.30 0.102
H 0.00194 -3.96929 -1.55885 0.24 0.05 0.21 0.100
H 0.82158 -2.86855 -0.42115 0.08 0.30 -0.84 0.103
H 1.78224 -3.77442 -1.69437 -0.42 0.04 0.42 0.117
H 1.34083 -8.65403 2.00161 -0.45 0.12 -0.80 0.121
H -0.07323 -9.83577 0.22630 0.13 0.59 0.14 0.118
H -1.16169 -8.50805 -1.56379 0.29 0.40 0.37 0.118
H -0.83914 -5.95851 -1.61970 0.28 -0.83 0.40 0.122
C -3.95889 0.71482 2.45675 0.99 -0.30 -0.37 -0.060
C -3.80988 -0.66692 2.68755 -0.42 -0.10 -0.27 -0.073
C -2.56145 -1.29456 2.61112 0.77 0.48 -0.10 -0.021
C -1.38811 -0.55642 2.27512 -1.51 1.11 0.59 -0.134
C -0.05054 -1.15262 2.32880 0.81 -0.26 -1.01 -0.172
O 0.94362 -0.20791 2.18584 0.05 -0.42 0.66 0.055
C 2.23784 -0.53446 2.55887 -0.69 -0.21 0.53 -0.165
C 2.52415 -1.83209 3.01203 0.92 -0.14 -0.73 -0.157
C 3.83063 -2.07328 3.49890 -0.44 0.28 -0.50 -0.050
C 4.76177 -1.04760 3.54766 0.15 -0.01 0.25 -0.068
C 4.42710 0.26335 3.14813 -0.49 -0.59 0.26 -0.041
C 3.15683 0.51831 2.63023 0.21 0.15 0.54 0.024
C 1.58863 -2.96934 2.74204 -0.10 1.30 1.13 -0.080
C 0.24600 -2.48050 2.40452 -0.56 -0.15 0.10 -0.003
C -1.54029 0.85438 2.11079 -0.40 -0.72 0.32 -0.006
C -2.79452 1.47361 2.20538 -0.32 -0.30 -0.21 -0.062
H -4.95186 1.18013 2.40676 0.53 -0.24 0.28 0.113
H -4.71526 -1.27243 2.88799 0.75 0.40 -0.04 0.115
H -2.43639 -2.35056 2.86743 -0.34 0.35 -0.16 0.108
H 4.09832 -3.11067 3.71853 0.05 0.40 0.21 0.122
H 5.75971 -1.25964 3.93560 -0.29 0.13 -0.11 0.115
H 5.12677 1.07176 3.36237 -0.19 -0.19 -0.40 0.118
H 2.83938 1.55040 2.43363 0.07 -0.60 -0.16 0.135
H 1.70255 -3.74043 3.54158 -0.48 0.26 -0.69 0.151
H -0.54372 -3.20120 2.16438 0.17 0.31 0.64 0.123
H -0.66364 1.46895 1.97287 0.00 -0.02 -0.18 0.109
H -2.87765 2.55962 2.03560 0.11 -0.68 0.16 0.114
```
Positions in Å, forces in eV/Å.

Calculated values
Net charge ... +1

---

The following is a DFT calculation (ωB97M-V/def2-TZVPD) of a structure of composition C31H51BrN2OP2Pt.

Structure (XYZ):
```
89
Properties=species:S:1:pos:R:3:forces:R:3:lowdin_charge:R:1
N 4.55627 -3.94900 3.82752 0.23 0.56 -0.06 0.077
C 3.36953 -3.75808 4.39939 -0.99 -0.57 -0.96 -0.116
C 2.15468 -3.94634 3.69993 0.58 -0.29 -0.35 -0.007
C 2.19235 -4.28960 2.31846 0.81 0.18 0.51 -0.206
C 3.47453 -4.37741 1.72559 0.18 -0.05 0.54 -0.004
C 4.62403 -4.20723 2.51926 -0.97 -0.29 -0.34 -0.109
C 0.98055 -4.39198 1.51848 -0.03 -0.25 0.94 0.023
Pt -0.57420 -0.77595 -3.55204 -0.90 0.83 1.03 0.551
P -2.46676 3.61940 -2.10310 0.88 -1.06 -0.87 1.103
C 0.94655 -4.71757 0.18699 -0.98 -0.35 0.11 -0.009
C -0.03657 -4.26574 -0.74947 0.98 -0.20 0.72 -0.191
C 0.28352 -4.50389 -2.11876 -0.82 0.28 -1.29 -0.006
C -0.27167 -3.70249 -3.10983 0.41 -0.31 1.45 -0.065
C -0.91305 -2.51954 -2.63470 0.92 0.31 -0.79 -0.322
C -1.51977 -2.48372 -1.37279 0.54 -1.56 1.75 -0.097
C -1.07417 -3.35806 -0.37779 -0.49 0.46 -1.48 0.004
Br -0.85506 1.38834 -4.60960 -0.35 0.58 -0.14 0.103
H 0.06021 -4.24141 2.09144 0.13 0.59 -0.46 0.132
H 1.71049 -5.38221 -0.18450 0.50 0.38 -0.32 0.123
H 1.20720 -3.89231 4.23195 0.14 0.11 -0.17 0.104
H 3.56529 -4.62076 0.66941 0.13 0.16 0.19 0.106
H 3.35123 -3.48407 5.45088 0.10 -0.11 -0.09 0.115
H 5.61738 -4.30111 2.07196 -0.30 -0.01 0.25 0.118
H 1.00443 -5.28277 -2.38494 -0.26 0.24 0.20 0.133
H -1.43625 -3.32704 0.64712 0.15 0.25 -0.28 0.119
H -0.08772 -3.84568 -4.16700 0.24 0.00 0.10 0.110
H -2.22296 -1.71616 -1.13866 -0.25 0.44 0.20 0.094
P 1.00100 0.20874 -2.16991 0.37 -1.95 -0.90 0.837
C -3.81048 2.48578 -1.72475 -0.52 -0.67 0.93 -0.364
C -5.01786 2.45669 -2.67077 0.23 -0.08 -0.09 -0.116
H -4.16581 2.59474 -0.66760 0.51 0.17 -0.74 0.109
H -3.30672 1.49860 -1.76305 -0.23 0.28 0.04 0.080
H -5.67187 1.63397 -2.37817 0.11 0.02 -0.04 0.089
H -5.60886 3.36580 -2.62831 0.02 0.10 0.01 0.070
H -4.68799 2.28113 -3.69453 -0.14 0.03 -0.05 0.080
C -2.55272 4.44278 -3.71564 0.27 0.45 -0.24 -0.393
C -3.64022 5.50918 -3.74781 -0.37 0.61 -0.36 -0.131
H -2.72470 3.70776 -4.52086 0.10 -0.11 0.69 0.055
H -1.57194 4.89845 -3.94230 -0.26 -0.30 0.27 0.102
H -3.79137 5.82591 -4.79572 0.04 -0.07 0.50 0.100
H -4.59781 5.13490 -3.37060 0.19 0.16 -0.11 0.063
H -3.34525 6.39066 -3.16703 -0.17 -0.16 -0.14 0.076
C -1.67454 4.35363 -0.65357 -0.07 -0.01 0.02 -0.369
C -2.70282 5.33224 -0.09964 -0.23 0.53 0.52 -0.136
H -0.71401 4.82571 -0.89762 -0.33 -0.07 -0.21 0.095
H -1.44964 3.55234 0.07368 -0.21 0.18 -0.39 0.089
H -2.28304 5.84983 0.77103 -0.20 -0.03 -0.15 0.094
H -2.98411 6.08346 -0.85207 0.10 -0.16 0.34 0.073
H -3.61195 4.79941 0.21867 0.27 0.26 -0.06 0.080
C 0.70846 1.38002 -0.78008 -1.21 -0.44 -0.10 -0.351
C 1.59447 2.61027 -0.81996 0.04 0.28 0.06 -0.131
H 0.83028 0.79555 0.14463 -0.02 0.06 -0.38 0.061
H -0.37455 1.64122 -0.81561 0.68 -0.07 0.04 0.061
H 2.66042 2.35638 -0.88528 -0.30 0.15 -0.04 0.080
H 1.30858 3.24688 -1.66084 0.27 0.01 0.03 0.069
H 1.44919 3.19077 0.09814 0.06 -0.10 -0.13 0.086
C 2.13557 0.94275 -3.39147 -0.07 0.42 -0.17 -0.433
C 2.23781 0.15686 -4.74771 0.60 0.20 0.14 -0.173
H 3.10799 1.03877 -2.86866 -0.33 -0.09 -0.51 0.080
H 1.76053 1.97458 -3.54677 0.27 -0.59 -0.16 0.051
H 2.70655 0.85973 -5.47606 -0.45 -0.62 0.37 0.090
H 2.92993 -0.71965 -4.66029 -0.71 0.65 0.01 0.085
H 1.23257 -0.16856 -5.13292 1.30 0.36 0.32 -0.018
C 1.96383 -1.17250 -1.42225 -1.38 -0.01 -0.11 -0.365
C 3.20348 -0.69475 -0.68017 -0.17 -0.49 -0.02 -0.113
H 2.15028 -1.91138 -2.23129 0.07 0.55 0.43 0.093
H 1.22513 -1.64422 -0.72399 0.64 0.21 -0.39 0.071
H 3.81611 -1.57768 -0.55498 0.50 0.01 0.19 0.076
H 3.77648 0.07370 -1.19932 0.03 -0.16 0.01 0.067
H 2.93825 -0.33565 0.30910 0.03 0.18 0.13 0.064
O -0.44768 -0.84783 1.23986 -0.04 0.30 0.57 -0.012
C -0.23468 -0.50131 2.41147 0.51 -0.24 0.03 -0.469
C -1.28260 0.13041 3.31715 0.07 -0.09 -0.78 -0.101
C -1.58108 -0.73536 4.54798 -0.21 0.24 -0.17 -0.186
C -0.63832 -0.47764 5.70870 0.04 -0.16 0.35 -0.200
C 0.80720 -0.91484 5.46236 -0.21 0.04 0.52 -0.189
C 1.46319 -0.23101 4.28548 -0.11 0.17 -0.50 -0.166
N 0.98908 -0.71690 2.97356 0.04 0.21 -0.30 0.088
H -0.92487 1.13343 3.60136 -0.16 -0.23 0.07 0.125
H -2.18438 0.25367 2.70306 0.27 -0.02 0.14 0.118
H -2.61024 -0.52181 4.85075 0.14 -0.06 0.08 0.118
H -1.55304 -1.79098 4.25430 -0.04 0.04 0.06 0.121
H -0.64982 0.59474 5.95732 -0.04 -0.21 -0.03 0.123
H -1.02623 -1.01142 6.58509 0.14 0.16 -0.07 0.121
H 1.39371 -0.67080 6.35537 -0.05 -0.03 -0.08 0.124
H 0.85934 -2.00291 5.35031 0.00 0.12 -0.09 0.092
H 1.30209 0.86012 4.34121 0.15 -0.32 0.06 0.128
H 2.53956 -0.41176 4.31213 -0.10 0.07 -0.09 0.122
H 1.69007 -1.08023 2.32969 -0.35 0.02 0.30 0.128
```
Positions in Å, forces in eV/Å.

Calculated values
2S+1 ... 3
Net charge ... +2

---

The following is a DFT calculation (ωB97M-V/def2-TZVPD) of a cluster of 8 separate species, C5H27N2O8 in total.

Structure (XYZ):
```
42
Properties=species:S:1:pos:R:3:forces:R:3:lowdin_charge:R:1
C 0.59132 -2.61395 0.82405 0.95 -0.39 0.02 -0.235
N 1.47683 -1.98176 -0.17726 -0.66 0.15 -0.02 -0.069
C 0.73409 -1.66093 -1.40920 0.31 -0.45 0.19 -0.244
C 1.54369 -0.75041 -2.34259 -0.69 0.26 -0.44 -0.145
C 0.99954 0.69561 -2.48075 0.98 0.29 0.24 -0.211
O 1.81209 1.61180 -1.71285 -0.27 -0.10 0.01 -0.123
C 0.20598 -1.70071 1.98335 -0.10 0.21 -0.51 -0.270
N -0.47604 -0.46916 1.57872 0.47 0.09 0.62 0.023
H 1.14994 -3.47800 1.22276 -0.29 0.06 0.13 0.099
H -0.30391 -3.01095 0.34228 -0.03 0.13 -0.09 0.102
H 1.87896 -1.12686 0.19370 -0.02 0.05 0.16 0.072
H -0.26671 -1.26730 -1.20709 0.18 0.28 -0.01 0.076
H 0.53940 -2.62972 -1.88616 0.05 0.13 -0.15 0.109
H 1.54647 -1.21340 -3.34223 0.14 0.19 0.26 0.102
H 2.57793 -0.68377 -1.99075 -0.05 -0.08 -0.14 0.106
H 1.06730 1.05606 -3.51667 -0.13 -0.31 0.10 0.106
H -0.03237 0.76194 -2.15920 -0.31 -0.09 0.02 0.106
H -0.44154 -2.26083 2.66640 0.12 0.06 0.09 0.095
H 1.12735 -1.43777 2.51631 -0.14 0.03 0.11 0.102
H -1.36604 -0.63634 1.11527 0.42 0.22 0.11 0.004
H 0.09930 0.02858 0.90725 0.01 0.08 -0.01 0.051
H -2.59195 -2.06702 -2.16497 0.00 0.04 0.19 0.017
H -2.30490 -0.63192 -1.60726 -0.35 -0.54 -0.24 -0.023
O -2.31878 -1.18957 -2.44219 0.13 0.29 -0.30 -0.125
H -2.47658 -2.14081 1.89104 -0.16 -0.20 0.07 -0.004
H -2.78479 -1.41018 0.57286 -0.48 -0.68 0.17 -0.026
O -2.95539 -2.28364 1.06827 0.20 0.38 -0.14 -0.127
H -0.33185 2.68298 0.21883 0.44 -0.06 0.12 0.011
H 0.65574 2.99031 1.40857 -0.05 -0.02 -0.72 0.020
O 0.65194 2.83701 0.43317 -0.62 0.50 0.48 -0.143
H 2.06153 1.87002 0.78399 0.27 -0.44 0.06 -0.023
H 3.01693 1.13685 -0.07267 0.06 -0.12 0.07 0.015
O 2.82089 1.24975 0.86970 -0.14 0.20 0.05 -0.099
H 1.28508 2.11030 -1.05091 0.20 -0.34 -0.47 0.034
H -2.28501 2.62981 0.81051 -0.10 -0.07 0.09 0.036
O -1.84448 2.35247 0.00510 -0.04 -0.31 -0.37 -0.137
H -3.53996 0.20811 -0.20329 0.00 -0.08 -0.06 0.029
H -2.09446 1.30764 -0.11494 -0.03 0.57 0.39 0.000
O -2.60351 -0.00628 -0.12675 -0.27 0.37 -0.28 -0.341
H 0.17663 1.74808 2.98560 -0.30 0.37 0.05 0.047
H 1.59286 2.08685 3.03575 0.33 0.37 0.11 0.047
O 0.74052 2.53367 3.14373 -0.02 -1.08 0.02 -0.063
```
Positions in Å, forces in eV/Å.

Calculated values
ΔE to the lowest compared entry with this formula, charge and spin ... 89.7 kJ/mol
Net charge ... -1

---

no.,calculated total energy (eV)
1,-42133.3696
2,-129853.1593
3,-24985.6836